Here is a molecular structure, C48H53IrN4O8P2SSi2 at a distorted geometry from the OMol25 dataset. Energies are from the ωB97M-V functional and the def2-TZVPD basis.

Each line ends with the Löwdin charge.
Geometry (Å):
H1 3.40947 2.81504 5.49529  0.091
H2 -4.45287 3.92520 -0.73336  0.032
C1 0.56921 1.67494 4.04473  -0.097
C2 1.70026 2.42189 -4.44782  -0.068
H3 3.89948 4.99295 0.98907  0.095
H4 4.37552 1.78891 3.46064  0.097
H5 -3.49013 -4.63765 -0.23700  0.121
H6 -1.63428 -5.76629 -1.57590  0.111
H7 -2.11764 2.28911 -3.78842  0.023
H8 0.68145 -0.93891 4.44909  0.090
C3 1.10039 3.18068 0.36692  -0.268
C4 -2.47845 -0.53650 -3.15285  -0.174
H9 1.30102 2.87847 -5.34422  0.108
H10 -1.99203 5.52235 -2.00055  0.024
H11 -0.34793 -3.15195 -1.30085  0.078
O1 -3.50213 0.04193 -1.10552  -0.178
C5 2.40819 3.64149 0.24904  -0.075
H12 0.96158 2.74477 5.86310  0.097
P1 0.45049 1.76738 -0.59211  0.667
H13 -3.74928 2.16860 -3.14521  0.031
C6 3.89731 -4.28997 0.45459  -0.046
H14 -2.06803 -5.04237 0.71343  0.114
C7 2.65004 1.13965 -2.17968  -0.118
C8 4.08991 -2.91195 0.45952  -0.266
H15 -0.38198 4.79916 -1.96925  0.017
C9 0.73253 4.75015 2.16188  -0.082
C10 2.24957 -4.07781 -1.26314  -0.280
C11 -2.49869 -0.67920 -4.52688  0.066
H16 -4.10010 2.32621 -0.06541  0.011
Ir1 -1.48670 -0.12098 -0.48506  1.272
H17 2.97062 0.59173 -1.30001  0.069
H18 -0.49967 1.64311 4.20712  0.075
C12 2.96786 -4.87754 -0.39063  -0.066
N1 -0.31599 -4.17142 -1.28943  -0.131
H19 1.04078 -3.20894 5.28385  0.092
C13 2.87744 4.64555 1.08424  -0.094
C14 0.85487 -4.12803 3.35008  -0.089
C15 3.30582 1.75248 3.63063  -0.087
C16 -1.68509 -4.69246 -1.39466  -0.198
C17 0.98070 2.47974 -3.26247  -0.073
C18 -4.44446 -0.05829 1.91513  -0.169
H20 -5.28694 0.28277 2.52612  0.028
C19 -1.30273 -0.77719 -5.22910  -0.082
O2 -1.82347 -2.17785 -0.49375  -0.214
S1 0.90698 -4.75643 -2.19268  0.627
C20 -3.72965 -0.31980 -2.32317  -0.610
C21 0.46823 -2.61661 1.52453  -0.089
C22 3.37967 1.09259 -3.35846  -0.080
C23 -2.85566 2.79593 -3.16264  -0.153
H21 -3.83299 2.14586 4.28415  0.019
C24 0.66359 -1.76371 3.74796  -0.095
H22 4.30367 0.52812 -3.40035  0.099
C25 0.65379 -3.90608 1.99533  -0.072
C26 2.48117 1.13086 2.70590  -0.083
C27 -0.17193 -0.69914 -3.11753  -0.107
C28 2.90075 1.72879 -4.49675  -0.086
C29 0.87232 -3.05082 4.22477  -0.093
H23 -2.19451 -4.22162 -2.23831  0.126
H24 -4.49985 -1.14054 1.79434  0.022
N2 -1.49176 0.49224 1.68421  -0.313
C30 0.26607 3.74451 1.32992  -0.107
H25 -3.12262 3.73675 -3.65369  0.028
H26 2.77108 -5.94130 -0.36348  0.109
C31 -2.42988 -4.40884 -0.09900  -0.081
C32 1.44383 1.83425 -2.12183  -0.299
C33 0.63401 0.21271 0.10642  -0.485
H27 -2.23798 2.68137 3.73862  -0.003
H28 -1.19047 5.20025 -0.45918  0.013
H29 -3.37802 3.77566 0.66717  0.011
O3 0.95715 -4.17932 -3.50690  -0.285
H30 -1.58645 -0.57219 4.67579  0.000
H31 0.71104 -0.71225 -2.49259  0.071
H32 3.50057 -1.05584 -0.44706  0.085
C34 -3.15174 2.17137 3.42747  -0.182
H33 2.40886 5.97997 2.69839  0.094
C35 2.76362 2.33126 4.77198  -0.104
H34 4.44910 -4.90684 1.15501  0.107
H35 1.00181 -5.13572 3.72188  0.093
P2 0.07392 0.13680 1.71523  0.642
C36 -3.67509 3.30768 -0.27405  -0.160
C37 -2.57574 -0.69953 4.23189  -0.171
H36 0.81716 -0.91153 -5.01278  0.118
O4 -0.13616 -0.59683 -7.26966  -0.065
C38 -0.12556 -0.81654 -4.49171  0.018
C39 0.43337 -1.53287 2.39305  -0.239
H37 0.07754 5.17304 2.91434  0.103
O5 -4.82995 -0.44646 -2.83719  0.046
H38 0.02018 2.97768 -3.24666  0.074
N3 -1.32493 -0.51369 -2.46670  -0.049
H39 -2.66778 -1.74172 3.91860  0.022
H40 5.69093 -2.97857 1.90126  0.069
Si1 -2.21755 3.12923 -1.42821  0.347
H41 3.44374 1.65507 -5.43048  0.100
H42 5.56718 -1.44715 1.02173  0.076
N4 -1.12167 1.92771 -0.86869  -0.343
C40 1.10322 1.08774 2.90423  -0.290
H43 2.89319 0.67345 1.81281  0.099
H44 0.63640 -4.73091 1.29553  0.097
O6 0.89928 -6.19143 -2.06180  -0.314
H45 4.39897 -1.83700 2.28262  0.079
H46 -3.61775 2.78425 2.65237  0.001
H47 -3.44309 -0.68640 -5.05188  0.128
O7 -2.64362 -2.68835 1.54150  0.022
H48 -3.31983 -0.49330 5.00786  0.022
C41 -1.35228 4.81252 -1.46693  -0.174
H49 -4.53226 0.37864 0.92152  0.000
Si2 -2.84958 0.42182 2.74576  0.339
C42 2.47077 -2.70803 -1.31982  -0.045
H50 -0.74423 3.36190 1.43675  0.097
H51 1.90653 -2.09481 -2.01274  0.093
C43 -1.26442 -0.80684 -6.77874  -0.698
C44 2.04041 5.20035 2.04213  -0.097
C45 -2.32416 -2.96449 0.39390  -0.624
O8 -2.35329 -1.04430 -7.33121  -0.051
H52 0.33856 -2.42789 0.46850  0.065
C46 4.99372 -2.26011 1.46912  -0.048
C47 1.39267 2.29230 4.97761  -0.090
C48 3.37802 -2.13283 -0.44841  -0.030
H53 3.06346 3.21695 -0.50210  0.097

The energy above the lowest of the compared OMol25 structures with the same formula, charge and spin comes out at 2.0 kcal/mol. The HOMO-LUMO gap is 0.2434 hartree. As for the net charge: -2. The HOMO energy is -2.926 eV. As for the multiplicity: 1.

Here is 5 unconnected molecules or ions with the total composition C3H16O4S at a distorted geometry from the OMol25 dataset. Energies are from the ωB97M-V functional and the def2-TZVPD basis.

Each line ends with the Löwdin charge.
Geometry (Å):
C1 -0.20721 -1.08174 1.81101  -0.374
O1 1.50448 3.75401 0.53936  -0.142
H1 1.04994 2.90422 0.47201  -0.041
H2 -1.94432 -2.28886 0.95888  0.069
O2 -0.71409 2.49474 -0.76613  -0.192
C2 -1.63872 -1.29496 1.35365  -0.681
C3 0.94619 -1.11906 0.84265  -0.179
H3 0.56096 -3.02571 -2.36767  0.035
H4 1.31298 1.81908 -1.49393  -0.049
S1 -2.38906 0.03325 0.44819  0.661
H5 1.83118 -1.33945 1.45156  0.064
H6 -2.30382 -1.37132 2.27667  0.068
H7 0.96937 -1.93154 0.11555  0.048
H8 -0.52444 1.91421 0.01424  -0.036
H9 0.88348 4.16912 -0.08091  0.012
H10 -2.08684 -0.35845 -0.87731  -0.108
H11 1.98877 1.76857 -2.76647  0.041
H12 -0.60244 -2.67992 -1.40997  -0.014
H13 0.97906 -0.15243 0.31929  0.030
H14 -0.24722 1.88453 -1.40205  -0.020
O3 -0.29829 -3.35073 -2.02743  -0.115
O4 1.19899 1.27258 -2.29086  -0.286
H15 -0.20810 -0.09711 2.30988  0.093
H16 -0.06084 -1.92303 2.56979  0.115

The energy above the lowest of the compared OMol25 structures with the same formula, charge and spin comes out at 40.9 kcal/mol. The HOMO-LUMO gap (spin up / spin down) is 0.0953 / 0.3379 hartree. As for the net charge: -1. The HOMO energy (spin up / spin down) is 0.395 / -6.289 eV. As for the multiplicity: 2.